No. 1
The following is a DFT calculation (wB97M-V/def2-TZVPD) of a structure of composition C37H39CoN10O2P.

Summary:
<S²>	0.7567
net charge	+2
orbital gap (alpha / beta)	0.2923 / 0.2935	hartree
E_LUMO (alpha / beta)	-4.91 / -4.88	eV
multiplicity	2
F_max	0.03179	hartree/bohr
HOMO energy (alpha / beta)	-0.4727 / -0.4727	Ha
total energy	-3855.1860	Ha

Atoms and positions in Å:
Co: -0.0439 1.4817 -1.0734
C: 1.3475 3.4261 -3.0875
N: 0.0285 3.3093 -2.4395
C: -1.1038 3.1109 -3.3746
C: -2.1992 2.4280 -2.6269
N: -1.9530 1.7816 -1.5227
C: -3.1543 1.2012 -1.1123
C: -3.4386 0.3928 -0.0175
C: -4.7437 -0.0310 0.1290
C: -5.7436 0.3419 -0.7868
C: -5.4663 1.1440 -1.8765
C: -4.1457 1.5570 -2.0175
N: -3.4979 2.3536 -2.9708
C: 2.2500 2.3745 -2.5346
N: 1.8797 1.5547 -1.5891
C: 2.9556 0.6852 -1.3614
C: 3.0911 -0.4027 -0.4991
C: 4.3035 -1.0602 -0.4922
C: 5.3609 -0.6607 -1.3290
C: 5.2267 0.3999 -2.2064
C: 4.0009 1.0551 -2.1992
N: 3.5125 2.1420 -2.9341
H: 1.7806 4.4132 -2.9438
H: 1.2539 3.2777 -4.1629
H: -0.1514 4.1338 -1.8827
H: -0.7737 2.4533 -4.1798
H: -1.4517 4.0417 -3.8216
H: -2.6573 0.0925 0.6745
H: -5.0061 -0.6702 0.9619
H: -6.7557 -0.0127 -0.6360
H: -6.2352 1.4246 -2.5866
H: -3.9165 2.7596 -3.7909
H: 2.2669 -0.7445 0.1158
H: 4.4399 -1.9126 0.1636
H: 6.2982 -1.2033 -1.2949
H: 6.0293 0.6901 -2.8760
H: 4.0101 2.6423 -3.6521
O: 0.0230 -0.5717 -3.3453
C: -0.0314 -1.1104 -2.2535
N: -0.0246 -2.4315 -1.9409
C: -0.2085 -2.6807 -0.5134
C: -0.1694 -1.2302 -0.0034
O: -0.1677 -0.8998 1.1935
N: -0.0775 -0.3993 -1.0439
C: -1.5744 -3.3452 -0.2449
C: -2.4261 -2.9454 0.7785
C: -3.6291 -3.6127 0.9935
C: -3.9908 -4.6826 0.1919
C: -3.1358 -5.0966 -0.8231
C: -1.9369 -4.4348 -1.0349
C: 0.9410 -3.4864 0.1029
C: 0.8847 -3.8538 1.4459
C: 1.9031 -4.6064 2.0081
C: 2.9865 -5.0100 1.2350
C: 3.0512 -4.6410 -0.0983
C: 2.0345 -3.8743 -0.6628
H: -0.0638 -3.1426 -2.6493
H: -2.1516 -2.1219 1.4244
H: -4.2809 -3.2981 1.8014
H: -4.9277 -5.1999 0.3588
H: -3.3981 -5.9445 -1.4447
H: -1.2720 -4.7910 -1.8163
H: 0.0350 -3.5588 2.0497
H: 1.8446 -4.8951 3.0510
H: 3.7725 -5.6130 1.6723
H: 3.8902 -4.9539 -0.7098
H: 2.1056 -3.5780 -1.7029
C: -0.4344 3.3993 3.9652
N: 0.6394 3.8481 2.9634
C: 1.9745 3.2009 3.3709
N: 1.8397 1.7920 3.4451
C: 0.7831 1.4063 4.3832
N: -0.5074 1.9829 3.9976
C: -1.0699 1.3636 2.7920
P: 0.0629 1.5263 1.3254
C: 0.2470 3.4132 1.5776
C: 1.6894 1.1325 2.1401
H: -1.3754 3.8472 3.6538
H: -0.1378 3.7956 4.9343
H: 0.7373 4.8613 3.0103
H: 2.2445 3.6258 4.3365
H: 2.7072 3.4869 2.6212
H: 1.0453 1.7468 5.3836
H: 0.6988 0.3216 4.3928
H: -2.0325 1.8199 2.5533
H: -1.2366 0.3057 2.9827
H: -0.7190 3.8710 1.3522
H: 0.9836 3.8050 0.8753
H: 2.5020 1.4320 1.4756
H: 1.7547 0.0552 2.2819

Atoms 1-2, force components in eV/Å:
0.242 0.868 -1.364
-0.038 -0.161 -0.064


No. 2
The following is a DFT calculation (wB97M-V/def2-TZVPD) of a cluster of 10 separate species, C22H63N11O10 in total.

Summary:
net charge	0
orbital gap	0.3174	hartree
E_LUMO	0.23	eV
multiplicity	1
F_max	0.05490	hartree/bohr
HOMO energy	-0.3088	Ha
total energy	-2230.8614	Ha

Atoms and positions in Å:
C: -2.2932 1.0693 5.1302
C: -2.8088 1.6683 3.8344
C: -3.7329 0.6974 3.1070
C: -3.5933 2.9171 4.2379
C: -3.6907 3.9790 3.1203
C: -2.3649 4.2185 2.4121
C: -1.7020 2.9492 1.8874
C: -2.4498 2.3548 0.6630
C: -0.2886 3.3638 1.4863
N: -1.6529 2.0257 3.0154
O: -0.8269 0.9059 2.7423
H: -1.9656 0.0319 4.9579
H: -1.4732 1.5649 5.6413
H: -3.1312 0.9177 5.8192
H: -3.1857 -0.2014 2.7930
H: -4.4934 0.2363 3.7538
H: -4.2409 1.1644 2.2705
H: -4.6530 2.7164 4.4439
H: -3.2697 3.3190 5.2023
H: -4.4342 3.5759 2.4196
H: -4.1006 4.8835 3.5722
H: -1.7066 4.6257 3.1865
H: -2.5587 4.9521 1.6259
H: -1.9679 2.5693 -0.2924
H: -3.4305 2.8341 0.6325
H: -2.4789 1.2699 0.7313
H: 0.3599 2.5365 1.1978
H: 0.2304 3.7149 2.4035
H: -0.2708 4.2829 0.9038
H: -0.0013 1.1538 3.1788
N: 3.7180 1.3028 1.0463
C: 4.2081 1.2997 2.3368
N: 4.8678 2.4240 2.7974
O: 4.1426 0.2705 3.0192
H: 4.0973 1.9530 0.3915
H: 3.3101 0.4220 0.7768
H: 5.1966 2.3232 3.7395
H: 5.1024 3.1976 2.2186
N: -2.9195 -5.1247 -3.3466
C: -1.6633 -4.5421 -3.5706
N: -1.6379 -3.1711 -3.3951
O: -0.6929 -5.2200 -3.9862
H: -3.6887 -4.5285 -3.1430
H: -2.9971 -6.1174 -3.3735
H: -0.6959 -2.7486 -3.4523
H: -2.3142 -2.7650 -2.7674
N: 3.4529 -3.1046 0.6148
C: 4.5026 -3.7265 -0.0644
N: 5.1004 -4.8410 0.5617
O: 4.7417 -3.4037 -1.2336
H: 3.1639 -2.2367 0.1869
H: 3.2695 -3.3758 1.5549
H: 5.7332 -5.4573 0.1105
H: 4.9982 -4.8278 1.5536
N: -5.9636 -2.9449 -2.2032
C: -5.1689 -1.8509 -1.9057
N: -5.5033 -1.1698 -0.7351
O: -4.0951 -1.6255 -2.4437
H: -6.6809 -3.1870 -1.5539
H: -5.7028 -3.5528 -2.9484
H: -4.8410 -0.4672 -0.4742
H: -6.4667 -1.0653 -0.4837
N: 3.2455 -2.5191 -3.4215
C: 2.0019 -3.0565 -3.7831
N: 1.9182 -4.4379 -3.9456
O: 0.9925 -2.3446 -3.8849
H: 3.9295 -3.0781 -2.9312
H: 3.1829 -1.5215 -3.2739
H: 0.9379 -4.7422 -4.0239
H: 2.6625 -5.0723 -3.7983
C: -0.4582 -0.5777 -0.9339
C: 0.7638 -0.1385 -0.1636
O: 1.9417 -0.8167 -0.5989
H: -0.5654 -1.6590 -0.8361
H: -0.3301 -0.4153 -2.0165
H: -1.3707 -0.0096 -0.7505
H: 0.6660 -0.3871 0.8963
H: 0.8904 0.9527 -0.2156
H: 2.1014 -0.5218 -1.5130
C: 0.6604 -2.5788 3.2701
C: 1.4199 -1.6651 4.2230
O: 2.8032 -1.8129 4.1295
H: 0.7423 -3.6206 3.5844
H: 1.0708 -2.4479 2.2632
H: -0.3895 -2.2824 3.2205
H: 1.0989 -1.9171 5.2382
H: 1.1945 -0.6346 3.9234
H: 3.2213 -0.9543 3.8715
C: 4.8373 1.5334 -4.2508
C: 4.4206 1.6763 -2.7775
O: 3.9515 0.3612 -2.3158
H: 5.1124 2.5127 -4.6738
H: 3.9993 1.1369 -4.8180
H: 5.6904 0.8781 -4.4266
H: 3.6515 2.4440 -2.7340
H: 5.2596 1.9836 -2.1440
H: 4.7586 -0.1364 -2.1328
C: -1.3358 3.2608 -2.8727
C: -1.0452 3.5281 -4.3234
O: -2.2614 3.5734 -5.0587
H: -0.4960 3.2589 -2.1696
H: -1.6160 2.2002 -2.7724
H: -2.1750 3.8610 -2.5321
H: -0.3983 2.7823 -4.7807
H: -0.5384 4.4907 -4.4659
H: -2.5440 4.4781 -5.1859

Atoms 1-2, force components in eV/Å:
-0.324 -2.099 0.217
-0.176 0.071 0.235


No. 3
The following is a DFT calculation (wB97M-V/def2-TZVPD) of the molecule C6H4O.

Summary:
net charge	0
orbital gap (alpha / beta)	0.2935 / 0.2564	hartree
E_LUMO (alpha / beta)	0.46 / -0.62	eV
multiplicity	1
F_max	0.03699	hartree/bohr
HOMO energy (alpha / beta)	-0.2767 / -0.2791	Ha
total energy	-306.0237	Ha

Atoms and positions in Å:
C: -2.0671 -2.2925 1.9493
C: -1.2279 -1.6615 1.3504
C: -0.2552 -0.9556 0.6816
C: 0.6342 -0.3288 0.1242
C: 1.6624 0.4587 -0.3748
C: 0.2695 1.8561 -1.5152
O: 1.3967 1.6572 -0.9165
H: -2.8032 -2.8625 2.4739
H: 2.7140 0.2560 -0.2625
H: -0.0572 2.8771 -1.6225
H: -0.2662 0.9957 -1.8878

Atoms 1-2, force components in eV/Å:
0.175 0.112 -0.146
-0.031 -0.060 -0.005


No. 4
The following is a DFT calculation (wB97M-V/def2-TZVPD) of a cluster of 6 separate species, C24H48FN5O11 in total.

Summary:
net charge	0
orbital gap	0.3387	hartree
E_LUMO	0.26	eV
multiplicity	1
F_max	0.01381	hartree/bohr
HOMO energy	-0.3290	Ha
total energy	-2144.5996	Ha

Atoms and positions in Å:
C: 2.8890 -1.7676 -2.1514
C: 2.6509 -1.1354 -0.7950
O: 2.5418 -2.1791 0.1578
C: 2.1600 -1.8227 1.4627
C: 2.9904 -0.7225 2.1500
C: 2.3761 0.6556 2.2498
O: 2.2857 1.3335 1.0364
O: 1.0562 0.6036 2.8387
C: 0.8102 1.8416 3.3624
O: -0.2590 2.2485 3.6708
O: 1.9719 2.5306 3.4884
C: 3.0281 1.5827 3.2679
C: 4.3705 2.2137 2.9792
C: 4.5983 2.6785 1.5646
O: 5.4216 2.2916 0.8194
F: 3.7716 3.6721 1.2246
H: 2.6618 -1.0559 -2.9461
H: 3.9333 -2.0687 -2.2530
H: 2.2749 -2.6644 -2.2532
H: 1.7240 -0.5423 -0.8078
H: 3.4830 -0.4708 -0.5363
H: 1.0893 -1.5683 1.5051
H: 2.3007 -2.7351 2.0423
H: 3.1724 -1.0509 3.1787
H: 3.9716 -0.6282 1.6769
H: 1.4899 1.0472 0.5731
H: 3.1081 1.0013 4.1931
H: 4.5090 3.0709 3.6427
H: 5.1383 1.4734 3.2001
C: 7.4850 4.6377 -1.5355
N: 6.3785 4.8253 -2.4474
C: 6.3704 5.9658 -3.3450
C: 5.3373 3.9665 -2.4889
O: 4.3828 4.0854 -3.2328
H: 7.5803 5.4877 -0.8557
H: 8.4260 4.5216 -2.0782
H: 7.3113 3.7405 -0.9433
H: 5.4964 6.5923 -3.1644
H: 6.3356 5.6381 -4.3844
H: 7.2733 6.5501 -3.1807
H: 5.4341 3.1375 -1.7692
C: -1.6613 -4.5709 0.8592
N: -0.8543 -4.9733 -0.2764
C: -1.1280 -6.2368 -0.9343
C: 0.1470 -4.2079 -0.7524
O: 0.8282 -4.5023 -1.7184
H: -1.5843 -5.3055 1.6645
H: -2.7070 -4.4578 0.5723
H: -1.3137 -3.6073 1.2262
H: -0.2561 -6.8908 -0.8925
H: -1.3715 -6.0838 -1.9867
H: -1.9657 -6.7191 -0.4347
H: 0.2880 -3.2728 -0.1874
C: -4.9929 -2.5459 -3.7194
N: -4.1418 -2.7050 -2.5561
C: -2.8854 -3.4239 -2.6706
C: -4.4791 -2.2047 -1.3546
O: -3.8030 -2.3192 -0.3452
H: -5.3026 -3.5184 -4.1065
H: -4.4704 -2.0064 -4.5118
H: -5.8897 -1.9962 -3.4468
H: -2.8789 -4.2836 -2.0007
H: -2.0486 -2.7812 -2.3952
H: -2.7572 -3.7609 -3.6963
H: -5.4443 -1.6711 -1.3639
C: -0.7390 5.6275 3.5763
N: 0.3322 6.5732 3.8174
C: 1.7072 6.1492 3.6230
C: 0.1043 7.8391 4.2170
O: 0.9755 8.6603 4.4329
H: -0.6477 4.7575 4.2266
H: -0.7225 5.2815 2.5407
H: -1.6965 6.1104 3.7651
H: 2.2731 6.2482 4.5506
H: 2.1960 6.7661 2.8679
H: 1.7131 5.1093 3.3043
H: -0.9690 8.0680 4.3340
C: -9.5050 -4.4824 -0.6073
N: -8.6433 -4.0513 -1.6879
C: -7.4405 -4.8108 -1.9831
C: -8.9200 -2.9648 -2.4344
O: -8.2274 -2.5646 -3.3521
H: -8.9685 -4.4789 0.3434
H: -9.8844 -5.4897 -0.7900
H: -10.3518 -3.8031 -0.5287
H: -6.5518 -4.1887 -1.8700
H: -7.4640 -5.1846 -3.0074
H: -7.3770 -5.6500 -1.2944
H: -9.8514 -2.4578 -2.1326

Atoms 1-2, force components in eV/Å:
0.122 -0.107 0.063
-0.028 -0.048 -0.125